1.
Density functional theory data (wB97M-V/def2-TZVPD) for a molecular structure, C11H14N3S.

Calculated values
E_HOMO   -0.4630 hartree
Net charge   +1

Structure (XYZ):
```
29
Properties=species:S:1:pos:R:3:forces:R:3
C -3.371681 -0.494429 -1.719761 -1.2004 -2.4147 -1.2392
C -2.887106 -1.497562 -0.874404 1.7029 1.4223 -0.2012
C -2.737393 0.706490 -1.882185 -0.3946 0.6115 -1.2809
C -1.684144 -1.165132 -0.227319 -0.7549 -0.3727 1.9805
C -1.557193 0.971415 -1.238654 0.8615 1.1000 0.5242
C 1.961435 -1.706156 -0.320333 0.8253 -0.7057 0.2201
C 3.664747 -0.670880 -1.191337 1.0835 0.7973 0.1090
C -1.023256 0.079788 -0.335716 -0.9494 -2.7265 0.6845
C 1.623458 -0.447832 -0.053312 -3.7396 3.5712 0.7084
C 0.352657 1.664242 0.968226 -0.3554 1.6668 0.2993
C 0.154014 0.242346 0.586326 3.6637 -2.3199 -1.2721
N 3.205024 -1.832201 -0.921091 -0.5106 0.2787 -0.3027
N 0.226718 -0.405365 1.928581 -3.0756 0.6456 -0.6370
N 1.449649 1.604982 2.008370 2.3486 1.3642 1.0840
S 2.752248 0.732756 -0.634757 0.2313 -1.8887 -0.6674
H -4.158181 -0.837662 -2.434115 0.2621 0.8982 0.8669
H -3.317988 -2.489743 -0.805128 -0.0942 0.2587 0.1139
H -3.120941 1.418913 -2.634328 0.2533 -0.4219 0.6070
H -1.391611 -1.788235 0.650093 0.0179 -0.0051 -1.1507
H -1.062882 1.903929 -1.437560 0.1441 0.3960 -0.0603
H 1.459677 -2.620477 -0.058111 -0.3851 -0.0184 0.0045
H 4.625730 -0.486814 -1.637133 0.1833 -0.1056 -0.1990
H -0.725935 2.085382 1.211766 2.6145 -0.3867 0.2494
H 0.792067 2.179116 0.146778 -0.3216 0.8746 -0.7433
H 0.283738 -1.385553 1.860496 0.3367 -1.3901 0.0500
H -0.701104 -0.179043 2.320528 0.4598 -0.4235 0.5887
H 1.572831 2.263098 2.822059 -1.3369 -0.6572 -1.0450
H 2.454846 1.671275 1.619823 -2.2137 -0.3788 0.0169
H 1.160576 0.483353 2.282196 0.3435 0.3301 0.6915
```
Forces are in eV/Å.

2.
Density functional theory data (wB97M-V/def2-TZVPD) for a molecular structure, C11H14N6O4Ru.

Calculated values
Spin multiplicity   2
Expectation value of S²   0.758
E_HOMO (spin up / spin down)   -0.4502 / -0.4407 hartree
Net charge   +1

Structure (XYZ):
```
36
Properties=species:S:1:pos:R:3:forces:R:3
Ru -0.595198 0.234762 0.533868 1.4647 -2.2951 -1.0167
O 0.408260 1.814203 4.081620 0.0339 -0.0664 -0.0414
C -0.106395 1.418878 3.073599 -0.0767 0.1030 0.3478
O 0.527042 0.939057 2.017747 0.0625 -0.0837 -0.4636
C -1.596112 1.543335 2.836864 -0.1663 -0.8360 -0.1294
C -2.444103 2.396041 3.501060 -0.1936 0.1691 0.0905
C -3.734865 2.572470 3.005132 0.1576 -0.0937 -0.1185
C -4.104242 1.954670 1.812391 -0.1279 0.1948 0.1650
C -3.200878 1.118640 1.200238 0.2925 -0.7000 0.2816
N -2.023291 0.814337 1.783038 -0.6136 1.3822 0.2400
C -3.319028 0.582802 -0.213481 -0.4006 0.0905 0.1230
O -4.373622 0.554773 -0.785053 0.0933 -0.0699 -0.0438
O -2.144509 0.280854 -0.730281 0.5377 -0.0328 -0.0047
H -2.073799 2.943969 4.356268 0.0124 -0.0086 -0.0008
H -4.415867 3.251697 3.499646 -0.0209 -0.0392 0.0185
H -5.050603 2.150429 1.327658 0.0086 -0.0095 -0.0104
C 3.014459 -1.321876 -3.397780 -0.0916 -0.0003 -0.1163
N 2.645672 -0.378873 -2.345176 0.2142 -0.0812 0.0896
C 2.966243 1.011360 -2.638230 -0.0707 0.0732 -0.0458
C 1.701644 -0.644085 -1.410884 -0.1943 0.4116 -0.0823
N 0.898598 0.241824 -0.930846 -0.3936 -0.1472 0.4106
N 1.684194 -1.941574 -0.941039 0.0007 -0.3428 0.1357
C 0.817594 -2.550681 -0.063396 0.2672 0.0460 -0.2859
N 1.085832 -3.853607 0.151630 -0.1334 -0.0174 0.0961
N -0.172835 -1.940378 0.494684 -0.7824 2.3502 0.3584
H 4.048198 -1.147520 -3.686924 0.0231 -0.0230 0.0640
H 2.381115 -1.178892 -4.277815 0.0145 -0.0100 0.0105
H 2.917954 -2.358984 -3.088683 0.0104 0.0091 -0.0023
H 3.962877 1.048194 -3.071779 -0.0060 -0.0225 -0.0084
H 2.981841 1.594189 -1.719040 0.0045 -0.0087 0.0030
H 2.268181 1.462344 -3.350872 -0.0223 -0.0201 0.0189
H 0.926727 1.122896 -1.420468 0.1107 0.0390 -0.1516
H 2.470312 -2.498343 -1.225941 0.0660 -0.0085 0.0496
H 1.863093 -4.332404 -0.265857 -0.0064 0.0532 -0.0768
H 0.525143 -4.382726 0.795469 -0.0009 0.0101 0.0432
H -0.739632 -2.521781 1.092633 -0.0732 -0.0155 0.0526
```
Forces are in eV/Å.

3.
Density functional theory data (wB97M-V/def2-TZVPD) for a molecular structure, C11H14N8O3RuS2.

Calculated values
Spin multiplicity   5
Expectation value of S²   6.045
E_HOMO (spin up / spin down)   -0.4903 / -0.4844 hartree
Net charge   +2

Structure (XYZ):
```
39
Properties=species:S:1:pos:R:3:forces:R:3
Ru 0.593791 0.553964 0.025355 0.1002 -0.3294 0.1585
N 2.319989 -0.162180 1.643625 -0.0687 -0.0308 -0.0434
N 2.992854 -1.293410 1.177564 -0.1216 0.0216 -0.0608
C 2.905657 -1.679177 -0.103372 0.1358 -0.0809 0.0308
N 3.626607 -2.738812 -0.458782 -0.0677 0.0421 -0.0289
S 1.981276 -0.874043 -1.287855 -0.0021 0.1151 -0.0026
H 2.989256 0.538748 1.943925 -0.0170 0.0583 0.0238
H 1.702164 -0.414112 2.408552 0.0143 -0.0304 0.0539
H 3.554925 -1.820752 1.829623 0.0262 0.0025 0.0300
H 4.268481 -3.199043 0.166436 0.0250 0.0038 -0.0025
H 3.591803 -3.054734 -1.413856 -0.0007 -0.0192 -0.0078
N 2.656905 6.612187 -1.544575 -0.0065 -0.0362 0.0637
C 2.261415 5.370218 -1.794226 -0.0624 -0.1164 -0.4544
N 2.016474 4.994703 -3.053330 -0.0053 0.0236 0.0487
N 2.130897 4.550862 -0.762025 0.1186 0.2451 0.6468
C 1.777421 3.338935 -0.732128 -0.0386 -0.1055 -0.3936
N 1.480590 2.214548 -0.626266 0.0632 0.1840 -0.0483
H 2.772177 7.298660 -2.269520 0.0029 0.0041 -0.0007
H 2.824938 6.879003 -0.589040 0.0048 0.0071 0.0020
H 2.093962 5.633110 -3.826652 0.0049 0.0083 0.0004
H 1.696800 4.061988 -3.246797 0.0000 -0.0111 -0.0212
O -3.814642 -1.348428 -1.005997 -0.0380 0.0941 -0.1105
C -3.588055 -2.268697 -0.127635 0.0329 -0.1600 0.1622
C -4.619141 -3.205015 0.237010 0.1945 0.2280 -0.1091
C -4.369339 -4.140493 1.185919 0.2248 -0.0692 0.1607
C -3.095578 -4.177444 1.806047 -0.0367 0.0689 -0.0664
C -2.077434 -3.260447 1.452965 -0.0956 -0.2347 0.1621
C -2.280027 -2.317161 0.494758 -0.2372 0.1568 -0.2227
C -1.191121 -1.333246 0.148327 -0.2472 -0.0774 0.0520
O -0.239670 -1.199851 0.981580 0.0249 0.0189 -0.0119
O -1.250121 -0.655161 -0.884378 0.0486 -0.0160 -0.0857
H -4.723436 -1.367470 -1.352904 0.0191 -0.0018 0.0145
H -5.583766 -3.140335 -0.253283 0.0223 0.0321 -0.0108
H -5.133257 -4.849392 1.474274 0.0245 -0.0024 0.0119
H -2.901326 -4.918243 2.570479 0.0095 0.0064 -0.0096
H -1.118326 -3.292119 1.950897 -0.0236 -0.0353 0.0237
S -3.491911 1.549471 1.631234 0.0488 0.0074 0.0228
C -1.956401 1.566537 1.249977 0.0031 -0.0880 -0.0382
N -0.804847 1.546845 0.954059 -0.0798 0.1165 0.0605
```
Forces are in eV/Å.

4.
Density functional theory data (wB97M-V/def2-TZVPD) for a molecular structure, C11H14NO5Re.

Calculated values
Spin multiplicity   2
Expectation value of S²   0.755
E_HOMO (spin up / spin down)   -0.4777 / -0.4726 hartree
Net charge   +1

Structure (XYZ):
```
32
Properties=species:S:1:pos:R:3:forces:R:3
Re 0.793031 -0.329747 0.110810 0.1573 0.4454 0.0080
O 0.350103 0.649357 2.017208 -0.0669 -0.0405 -0.0011
C -0.761842 1.575303 1.931876 -0.0998 -0.0430 -0.0943
C -1.836921 0.938307 1.067353 0.0969 0.0662 0.1285
N -1.275651 0.380801 -0.207066 0.0273 -0.0495 -0.0373
C -2.054210 -0.821793 -0.569381 0.0925 -0.0503 -0.2066
C -1.615890 -1.936696 0.372071 -0.2336 0.3661 0.5410
O -2.318913 -2.831779 0.717719 0.0677 -0.1956 -0.1692
O -0.381531 -1.724354 0.871379 0.0765 -0.1570 -0.0964
C -1.215921 1.410178 -1.262963 0.1241 0.0323 0.1257
C 0.025311 2.266043 -1.015481 0.1867 -0.2964 -0.1933
O 0.152067 3.386504 -1.394880 -0.0658 0.0822 0.0740
O 0.988623 1.588348 -0.359856 -0.2455 0.0578 0.0148
H 0.199301 0.013826 2.730906 0.0250 -0.0451 -0.0287
H -0.350608 2.494750 1.525480 -0.0433 -0.0017 -0.0149
H -1.133439 1.771922 2.934844 -0.0558 0.0281 -0.0045
H -2.629057 1.651647 0.834825 0.0025 0.0246 0.0049
H -2.287050 0.112387 1.617388 0.0013 -0.0065 0.0199
H -1.808738 -1.111451 -1.591314 -0.0212 0.0365 -0.0489
H -3.129278 -0.655924 -0.492369 0.0104 -0.0386 0.0085
H -2.110974 2.030343 -1.293229 -0.0177 0.0046 0.0106
H -1.099448 0.911567 -2.226391 0.0394 0.0456 -0.0043
C 2.592228 -1.664700 0.448929 0.1595 -0.0326 0.2721
C 1.791038 -2.233963 -0.569139 -0.0564 -0.0340 -0.3474
C 1.750531 -1.348820 -1.692908 0.0386 -0.0083 0.2233
C 2.577559 -0.244049 -1.344861 -0.1510 -0.0587 -0.0546
C 3.070600 -0.416715 -0.025984 -0.0701 -0.1247 -0.0967
H 2.797762 -2.102709 1.412663 0.0077 0.0115 -0.0074
H 1.244227 -3.158559 -0.481598 0.0005 -0.0070 0.0001
H 1.280029 -1.531795 -2.643930 0.0110 0.0032 -0.0126
H 2.726937 0.639019 -1.944068 -0.0225 0.0138 -0.0096
H 3.670125 0.292754 0.521970 0.0248 -0.0286 -0.0038
```
Forces are in eV/Å.

5.
Density functional theory data (wB97M-V/def2-TZVPD) for C11H14O in the gas phase.

Calculated values
SMILES   C=C(Cc1cccc(C)c1)OC
E_HOMO   -0.3196 hartree
Net charge   0

Structure (XYZ):
```
26
Properties=species:S:1:pos:R:3:forces:R:3
C 0.626397 0.427827 -2.186333 0.1213 0.2246 0.7267
C 0.272643 1.543224 -1.489775 0.6332 -2.2703 -1.0729
C -0.443922 1.511642 -0.129809 0.2067 -0.1044 -0.3817
C -0.767599 0.126352 0.464201 0.5561 0.1058 -0.2500
C -1.923900 -0.554776 0.060955 0.4864 0.0737 -0.2752
C -2.220813 -1.814293 0.565709 -0.5240 -0.3453 0.8014
C -1.414140 -2.376719 1.557965 0.8292 0.4910 -0.1095
C -0.239759 -1.707467 1.978290 -0.2915 0.2504 -0.2654
C 0.668284 -2.301465 3.021622 -0.5743 -0.7259 -0.0580
C 0.100032 -0.467542 1.411142 -1.5158 -0.1311 -0.5874
O 0.551495 2.786151 -2.007533 0.0894 0.2667 0.9785
C 1.747159 2.932815 -2.773121 0.0865 0.4927 -0.2761
H 1.175678 0.461432 -3.118260 -0.1110 0.4806 -0.0647
H 0.527760 -0.618390 -1.873424 -0.4209 0.7413 0.4573
H 0.180330 2.057019 0.582821 -0.0232 0.0828 -0.0534
H -1.365268 2.084861 -0.245829 -0.0689 0.0535 0.0912
H -2.545717 -0.110125 -0.712870 -0.0207 -0.0250 0.2022
H -3.159269 -2.342894 0.314089 0.6935 0.4394 -0.1401
H -1.657823 -3.348896 1.995317 0.0270 0.3514 -0.1202
H 1.477657 -2.842597 2.528396 -0.0339 -0.2190 0.1327
H 1.128883 -1.553737 3.640108 0.1463 0.4819 0.2603
H 0.099013 -2.979753 3.685922 0.4261 0.1805 -0.3777
H 0.982839 0.071266 1.730701 0.0763 -0.0665 0.0352
H 2.624253 2.470205 -2.295459 -0.4162 -0.0213 -0.0143
H 1.958114 4.008667 -2.928993 -0.3834 -0.4639 0.4869
H 1.617676 2.537191 -3.775830 0.0057 -0.3435 -0.1257
```
Forces are in eV/Å.

6.
Density functional theory data (wB97M-V/def2-TZVPD) for a molecular structure, C11H14O2.

Calculated values
E_HOMO   -0.3056 hartree
Net charge   0

Structure (XYZ):
```
27
Properties=species:S:1:pos:R:3:forces:R:3
C -0.646992 -3.179512 1.316467 -0.3997 -0.7495 1.8244
C 0.150402 -0.893621 1.692013 -2.2523 -2.7677 2.2609
C -0.517080 0.160826 2.203664 3.5204 3.5245 -5.9199
C -0.701253 1.374983 1.522274 -1.7233 0.9544 0.6017
C -0.567623 1.496231 0.088199 2.9577 -3.0456 4.0358
C -0.605888 2.691300 -0.606973 0.6028 6.4586 -5.4739
C -0.643877 3.123532 -1.991804 -1.8478 -2.0792 1.6853
C -1.091115 2.256394 -3.188314 2.9884 -2.8572 1.1487
C 0.300075 0.447875 -0.309081 -2.1518 1.0654 1.8548
C 0.567186 -0.664745 0.477104 2.4986 -0.9335 -7.7468
C 2.295394 -2.127579 0.338346 4.1702 -2.9118 0.2263
H -1.242055 -3.909172 2.437320 1.5829 1.8465 -4.3393
H 0.410042 -3.940876 0.678944 -3.7275 2.5430 2.0015
H -1.553076 -2.541322 0.399703 3.0667 -2.2662 3.1066
H -1.080171 -0.002666 2.922945 -4.5220 -1.1198 7.4266
H -1.075026 2.183882 2.231027 -0.0413 -0.7903 -1.5729
H -0.309165 3.637971 -0.105176 -0.6361 -0.9241 0.6399
H -0.794593 4.177879 -2.285902 0.8980 -0.2611 1.1179
H -1.389270 1.246777 -2.450570 -0.8321 2.4631 -3.0544
H -1.637108 2.954442 -4.066602 1.0081 -2.7968 2.5836
H -0.074198 1.594466 -3.637071 -2.7372 2.4860 0.6557
H 0.912376 0.731309 -1.081127 1.2058 -0.4239 -2.3566
H 2.968972 -2.843306 -0.331534 -1.8848 1.0091 1.1062
H 3.361411 -1.434210 0.697991 -3.8809 -1.1158 -0.5619
H 1.778667 -2.790536 1.174169 1.9876 1.6218 -1.1571
O -0.073642 -2.136798 2.315998 0.0213 -0.6138 -3.0293
O 1.257607 -1.613521 -0.442011 0.1281 1.6840 2.9363
```
Forces are in eV/Å.

Ordered relative energy (zero: lowest compared OMol25 entry of this formula, charge and spin) results: 63.2 24.0 0.0 0.9 4.6 296.1; unit kcal/mol.
Ordered electronic energy results: -26931.117 -31342.026 -53934.914 -25486.071 -13680.537 -15716.529; unit eV.
Ordered max |F| results: 5.22 2.91 0.70 0.69 2.59 8.77; unit eV/A.